[1]
The following is a DFT calculation (ωB97M-V with the def2-TZVPD basis set) of a cluster of 2 separate species, C4H12 in total in a non-equilibrium geometry.

XYZ file:
```
16
Properties=species:S:1:pos:R:3:forces:R:3:nbo_charge:R:1
C 0.3329 -2.1321 0.3417 0.10 0.28 -0.49 -0.61
C -0.6393 -1.4209 -0.6079 0.24 -1.08 -0.38 -0.61
H 0.4956 -1.5618 1.2539 -0.10 -0.35 0.23 0.20
H -0.0630 -3.1291 0.4876 -0.24 -0.12 0.75 0.20
H 1.3106 -2.3535 -0.0950 0.01 0.51 -0.20 0.20
H -1.6473 -1.4226 -0.1988 -0.05 0.16 0.15 0.20
H -0.6813 -2.0616 -1.4937 -0.18 0.29 -0.20 0.20
H -0.3848 -0.4205 -0.9240 0.26 0.07 0.09 0.21
C 0.7774 1.6637 0.6085 -1.56 -0.10 0.12 -0.62
C -0.4348 1.9703 -0.3414 1.57 0.26 0.13 -0.62
H 1.6016 1.1304 0.1489 0.23 0.34 -0.12 0.21
H 1.0323 2.5714 1.1373 0.71 0.12 -0.08 0.21
H 0.3732 1.0028 1.3788 0.29 -0.08 0.09 0.20
H -0.1643 1.8250 -1.3881 -0.21 -0.40 0.02 0.20
H -0.6920 3.0274 -0.3008 -0.36 -0.09 0.34 0.21
H -1.2167 1.3111 -0.0071 -0.71 0.20 -0.46 0.21
```
Positions in Å, forces in eV/Å.

Results
**Total charge**: 0
**HOMO level**: -11.70 eV
**E_tot**: -159.569129 Ha
**SMILES string**: CC.CC
**LUMO**: 1.174 eV
**Multiplicity**: 1
**Relative energy (zero: lowest compared OMol25 entry of this formula, charge and spin)**: 9.9 kcal/mol


[2]
The following is a DFT calculation (ωB97M-V with the def2-TZVPD basis set) of a structure of composition C44H47Ge2N3O2SV in a non-equilibrium geometry.

XYZ file:
```
100
Properties=species:S:1:pos:R:3:forces:R:3:nbo_charge:R:1
V 0.4974 0.0716 0.1509 0.13 -0.22 -0.58 1.42
C -3.0093 -2.9905 0.3468 0.05 0.10 -0.09 -0.69
C -1.8555 -2.0780 0.7137 -0.20 -0.07 0.22 0.56
O -1.1784 -1.5773 -0.2176 0.19 0.18 -0.25 -0.69
C -1.6846 -1.7826 2.0865 0.00 0.01 -0.02 -0.51
C -0.5886 -1.0240 2.4857 -0.06 0.19 -0.27 0.33
C -0.6392 -0.0899 3.6590 -0.11 0.06 -0.02 -0.66
N 0.5641 -1.1082 1.8008 0.31 -0.59 0.82 -0.54
N 0.8480 -2.4198 1.3620 0.26 0.16 -0.42 -0.36
C 1.4605 -2.4259 0.2233 -0.28 -0.40 0.21 0.50
O 1.6742 -1.3728 -0.5106 -0.27 0.70 0.08 -0.80
C 1.8803 -3.7264 -0.3568 0.03 -0.12 0.20 -0.09
C 2.2118 -3.7938 -1.7051 0.02 0.04 0.02 -0.14
C 2.5637 -5.0057 -2.2776 0.03 -0.06 -0.07 -0.24
C 2.5934 -6.1595 -1.5101 0.01 -0.05 -0.01 -0.23
C 2.2688 -6.0955 -0.1604 0.01 -0.05 0.01 -0.23
C 1.9143 -4.8882 0.4138 -0.04 0.07 -0.02 -0.17
H -3.9426 -2.4241 0.3300 0.01 0.02 0.00 0.23
H -2.8376 -3.4011 -0.6470 -0.04 -0.03 -0.02 0.22
H -3.1237 -3.7942 1.0717 0.07 -0.04 0.02 0.22
H -2.5181 -1.9919 2.7459 0.07 -0.01 0.10 0.21
H -0.8949 -0.6714 4.5496 0.04 0.00 0.00 0.23
H 0.3322 0.3755 3.8194 -0.01 0.01 -0.02 0.22
H -1.4055 0.6766 3.5432 -0.03 0.02 -0.01 0.23
H 2.1857 -2.8861 -2.2922 -0.02 0.04 0.00 0.23
H 2.8148 -5.0492 -3.3303 0.00 0.00 -0.02 0.20
H 2.8690 -7.1051 -1.9593 0.01 -0.03 -0.01 0.20
H 2.2925 -6.9924 0.4467 0.00 -0.02 -0.01 0.20
H 1.6508 -4.8229 1.4603 -0.01 0.02 0.02 0.23
C -2.8439 -1.6834 -4.3067 0.01 -0.04 0.08 -0.60
C -1.4917 -2.0635 -4.9212 0.02 -0.01 -0.04 -0.10
C -0.9840 -3.3527 -4.2619 -0.03 -0.04 0.01 -0.60
C -1.6878 -2.3257 -6.4157 0.02 0.03 0.05 -0.60
C -0.4945 -0.9393 -4.6448 0.05 0.03 0.00 0.10
C 0.1473 -0.2182 -5.6643 -0.14 -0.14 -0.03 -0.26
C 1.0422 0.8033 -5.4049 0.07 0.14 0.00 -0.20
C 1.3069 1.1313 -4.0844 -0.10 -0.17 0.02 -0.23
S 2.3560 2.3355 -3.3914 -0.13 -0.05 0.00 0.40
C 1.8295 1.8440 -1.8099 -0.01 -0.05 0.23 0.15
N 0.9714 0.8702 -1.7995 0.16 0.01 0.27 -0.52
C 0.6638 0.4264 -3.0610 -0.08 0.00 -0.13 0.20
C -0.2210 -0.6090 -3.3266 0.02 0.09 -0.19 -0.26
C 2.2964 2.3701 -0.5313 0.02 -0.01 -0.30 -0.17
C 3.1666 3.4537 -0.4579 0.06 0.09 0.22 -0.18
C 3.6185 3.8633 0.7847 -0.02 -0.01 -0.05 -0.23
C 3.2088 3.1682 1.9186 0.03 0.03 0.02 -0.22
C 2.3407 2.0906 1.8141 -0.02 -0.05 0.14 -0.15
C 1.8303 1.6585 0.5896 -0.07 0.02 -0.08 -0.38
H -3.5776 -2.4720 -4.4869 -0.03 -0.03 0.00 0.20
H -3.2248 -0.7557 -4.7374 0.00 0.05 -0.03 0.21
H -2.7618 -1.5417 -3.2280 0.01 0.00 -0.07 0.23
H -1.6855 -4.1696 -4.4477 -0.02 -0.02 0.00 0.20
H -0.8772 -3.2402 -3.1833 0.00 0.02 0.05 0.23
H -0.0100 -3.6408 -4.6603 0.03 0.00 -0.04 0.21
H -2.4070 -3.1348 -6.5538 -0.02 -0.02 0.03 0.21
H -0.7559 -2.6247 -6.8969 0.05 -0.01 -0.02 0.21
H -2.0749 -1.4474 -6.9340 -0.02 0.05 -0.01 0.21
H -0.0618 -0.4560 -6.6968 0.01 -0.02 -0.05 0.21
H 1.5077 1.3359 -6.2230 0.04 0.03 -0.01 0.21
H -0.6899 -1.1195 -2.4939 0.01 -0.02 0.06 0.26
H 3.4888 3.9781 -1.3510 -0.02 -0.02 -0.04 0.20
H 4.2893 4.7087 0.8710 0.01 0.00 0.01 0.20
H 3.5746 3.4738 2.8922 0.01 0.00 0.02 0.20
H 2.0569 1.5628 2.7205 0.02 0.02 -0.01 0.19
C -4.4982 -0.2483 -1.2439 0.00 0.04 0.02 -1.08
Ge -3.9463 1.1720 0.0209 -0.03 0.10 -0.04 1.19
C -5.0845 2.7164 -0.4890 -0.09 -0.25 0.08 -1.07
C -4.5531 0.6501 1.8244 0.02 0.00 -0.03 -1.07
Ge -1.5743 1.7483 -0.0702 0.06 0.20 0.08 0.40
C -1.5700 2.6481 -1.8563 0.00 -0.14 0.15 -0.35
C -2.2313 2.0691 -2.9380 -0.12 -0.15 -0.09 -0.26
C -2.1570 2.6048 -4.2145 -0.03 -0.03 -0.08 -0.17
C -1.4079 3.7490 -4.4437 -0.02 0.01 -0.13 -0.26
C -0.7382 4.3398 -3.3848 0.06 0.10 -0.01 -0.21
C -0.8192 3.7924 -2.1122 0.07 0.10 0.09 -0.25
C -1.5761 3.3349 1.1517 -0.02 -0.09 -0.07 -0.36
C -0.8286 3.3322 2.3251 0.12 -0.14 0.05 -0.24
C -0.8456 4.4011 3.2098 0.06 0.01 0.10 -0.16
C -1.6184 5.5163 2.9356 -0.03 0.05 0.02 -0.25
C -2.3655 5.5491 1.7668 -0.04 0.10 0.02 -0.23
C -2.3403 4.4734 0.8941 -0.07 0.03 -0.15 -0.22
H -5.4256 -0.7131 -0.9053 -0.05 -0.05 0.03 0.21
H -3.7378 -1.0184 -1.3510 0.02 0.02 0.04 0.23
H -4.6828 0.1833 -2.2278 -0.03 0.04 -0.03 0.22
H -6.1239 2.3829 -0.5312 -0.05 0.01 -0.03 0.21
H -4.8076 3.1047 -1.4672 0.07 0.01 -0.09 0.23
H -5.0183 3.5214 0.2376 0.04 0.07 0.10 0.22
H -5.5693 0.2572 1.7784 -0.08 -0.01 0.01 0.21
H -4.5511 1.5262 2.4731 0.01 0.05 0.04 0.23
H -3.9051 -0.1038 2.2705 0.02 -0.01 -0.06 0.23
H -2.8126 1.1625 -2.7947 0.05 0.04 0.02 0.21
H -2.6767 2.1198 -5.0330 -0.01 0.00 -0.02 0.19
H -1.3408 4.1698 -5.4403 0.00 0.00 0.01 0.20
H -0.1390 5.2283 -3.5484 0.01 0.01 -0.01 0.20
H -0.2747 4.2677 -1.3033 0.01 0.02 0.06 0.22
H -0.1924 2.4845 2.5483 -0.04 -0.01 -0.01 0.21
H -0.2416 4.3629 4.1090 0.00 0.01 0.02 0.19
H -1.6347 6.3554 3.6199 0.00 0.02 0.02 0.20
H -2.9707 6.4175 1.5328 0.00 0.01 0.00 0.20
H -2.9230 4.5308 -0.0173 -0.01 -0.02 -0.05 0.21
```
Positions in Å, forces in eV/Å.

Results
**Total charge**: -1
**HOMO level (spin up / spin down)**: -4.47 / -4.51 eV
**E_tot**: -7515.787250 Ha
**LUMO (spin up / spin down)**: 2.375 / 2.374 eV
**Multiplicity**: 3
**<S²>**: 2.02


[3]
The following is a DFT calculation (ωB97M-V with the def2-TZVPD basis set) of a structure of composition CH18F3Hf2O20S3 in a non-equilibrium geometry.

XYZ file:
```
47
Properties=species:S:1:pos:R:3:forces:R:3:mulliken_charge:R:1
Hf 3.1815 1.7237 -1.3909 -7.39 -2.56 2.35 1.47
Hf -1.3607 1.7401 1.7898 0.91 -5.03 -4.33 1.82
S 1.0909 3.4707 -0.2446 -0.15 1.17 -0.90 1.09
O -0.0600 2.9418 0.5505 -0.80 -0.65 0.86 -0.95
O 2.4300 2.9549 0.2389 2.56 -1.36 -0.20 -0.59
O 1.1477 2.8178 -1.6145 1.24 -1.12 -0.59 -0.70
O 1.0599 4.8584 -0.2823 -0.15 1.17 0.04 -0.41
S 0.7597 -0.0022 0.6976 -0.49 1.80 0.94 1.90
O 1.0180 -1.3649 0.9820 0.35 -0.15 -0.38 -0.83
O 1.7586 0.5715 -0.2572 1.32 -0.01 -0.69 0.60
O -0.6011 0.3472 0.2045 -0.86 -0.15 -0.42 -0.16
O 0.7255 0.8448 1.9355 -0.01 0.43 0.75 -0.60
C -5.1419 0.2336 -0.3738 -1.19 0.42 0.29 0.60
F -5.7018 0.8044 0.6932 0.28 -0.02 0.30 -0.21
F -4.7237 -0.9782 -0.0487 0.35 -0.13 -0.05 -0.20
F -6.0577 0.1748 -1.3153 0.53 -0.13 -0.23 -0.15
S -3.7624 1.3278 -0.9089 0.27 -1.45 -1.50 1.14
O -4.2896 2.5666 -1.2606 -0.68 1.71 0.15 -0.52
O -2.9470 1.3782 0.3898 2.08 1.93 2.65 -0.63
O -3.0229 0.6102 -1.9058 0.25 -0.38 0.40 -0.80
O -2.4343 -0.4011 2.0493 0.34 0.59 0.95 -0.34
H -2.3679 -1.1856 1.4392 0.59 0.04 -0.16 0.36
H -3.0897 -0.6371 2.7243 0.03 0.07 -0.02 0.29
O 2.0101 0.5821 -2.8687 1.23 1.12 -0.13 -0.39
H 2.3155 0.0881 -3.6511 0.22 0.04 0.13 0.35
H 0.9753 0.6175 -2.9562 -0.92 0.24 0.26 0.43
O -0.5150 0.9320 -2.9249 0.80 -0.05 0.16 -0.61
H -1.3948 0.5319 -2.7695 0.12 -0.07 -0.10 0.49
H -0.4611 1.6441 -2.2768 -0.29 0.17 -0.18 0.18
O 3.6629 -0.7311 2.9967 -0.12 0.01 -0.30 -0.58
H 3.2392 0.0393 2.6073 0.03 0.07 0.13 0.29
H 3.9491 -1.2715 2.2496 0.04 -0.11 0.13 0.32
O 3.7530 -0.6672 -1.2849 0.57 1.27 -0.56 -0.54
H 3.0619 -1.2843 -1.6626 -0.08 0.16 0.07 0.27
H 4.5932 -1.1476 -1.3945 0.02 0.05 0.22 0.34
O -1.3510 -2.5393 0.9629 0.32 0.18 0.00 -0.61
H -1.4197 -3.1036 0.1846 -0.20 -0.11 0.11 0.28
H -0.3952 -2.3407 1.0796 -1.02 -0.43 -0.10 0.38
O 2.9871 -3.1825 0.3203 -0.08 0.24 -0.12 -0.59
H 3.0974 -3.9190 0.9343 0.06 -0.06 -0.12 0.34
H 2.2425 -2.6693 0.6551 0.29 -0.25 0.27 0.41
O -0.8683 0.7407 3.8958 -0.70 0.91 0.06 -0.52
H -0.7591 1.0229 4.8209 -0.04 0.18 -0.11 0.31
H -0.7363 -0.2221 3.8947 0.00 0.07 -0.22 0.33
O 1.8170 -2.4633 -2.3632 -0.16 0.51 0.38 -0.64
H 1.1486 -2.7023 -3.0185 0.21 0.00 -0.18 0.31
H 1.4370 -2.7519 -1.5228 0.29 -0.36 -0.02 0.27
```
Positions in Å, forces in eV/Å.

Results
**Total charge**: +3
**HOMO level**: -18.96 eV
**E_tot**: -3143.035995 Ha
**LUMO**: -12.884 eV
**Multiplicity**: 1
**Relative energy (zero: lowest compared OMol25 entry of this formula, charge and spin)**: 0.0 kcal/mol


[4]
The following is a DFT calculation (ωB97M-V with the def2-TZVPD basis set) of a cluster of 3 separate species, C5H14N4 in total in a non-equilibrium geometry.

XYZ file:
```
23
Properties=species:S:1:pos:R:3:forces:R:3:nbo_charge:R:1
C 0.6105 1.2013 -1.1802 -0.97 0.06 1.79 0.12
C -0.3915 0.2626 0.4765 1.35 2.30 -2.48 -0.01
C -0.0307 -0.9109 -0.1921 -2.14 -2.84 1.79 -0.10
C 1.2973 -1.5734 0.0221 -0.02 -0.09 0.02 -0.68
N -0.2963 2.2231 -1.5829 -0.01 0.42 -0.48 -0.85
N 1.8119 1.6167 -0.5631 0.25 0.14 -0.03 -0.88
N 0.1952 0.6763 1.6533 0.08 0.03 0.35 -0.84
C -1.6576 -2.0119 0.8149 0.76 0.05 -1.09 -0.01
N -2.7270 -1.6160 0.2623 0.28 -0.07 0.07 -0.73
H 0.8140 0.5486 -2.0270 -0.16 -0.26 0.17 0.17
H -1.4099 0.6077 0.3103 0.20 0.04 -0.14 0.22
H -0.5782 -1.1049 -1.1033 0.12 0.16 -0.05 0.23
H 2.3796 2.2187 -1.1530 -0.11 -0.01 0.02 0.37
H -1.1269 1.8514 -2.0304 0.05 0.04 0.09 0.37
H -0.5633 2.8363 -0.8210 0.00 -0.11 -0.05 0.36
H 1.6503 2.0685 0.3302 -0.05 -0.07 0.04 0.37
H -0.3661 1.2820 2.2321 0.07 -0.21 -0.02 0.39
H 0.7250 -0.0074 2.1743 -0.02 0.07 -0.03 0.38
H -3.5890 -2.0981 0.5496 0.30 0.12 0.20 0.33
H -1.6667 -2.8261 1.5743 0.12 0.16 -0.15 0.12
H 1.4156 -2.4283 -0.6418 -0.05 -0.04 0.08 0.22
H 2.1281 -0.8872 -0.1569 -0.10 0.14 -0.03 0.25
H 1.3757 -1.9290 1.0518 0.06 -0.03 -0.06 0.21
```
Positions in Å, forces in eV/Å.

Results
**Total charge**: 0
**HOMO level (spin up / spin down)**: -6.14 / -6.14 eV
**E_tot**: -417.756788 Ha
**LUMO (spin up / spin down)**: 0.920 / 0.920 eV
**Multiplicity**: 1
**Relative energy (zero: lowest compared OMol25 entry of this formula, charge and spin)**: 107.8 kcal/mol


[5]
The following is a DFT calculation (ωB97M-V with the def2-TZVPD basis set) of the molecule C7H12 in a non-equilibrium geometry.

XYZ file:
```
19
Properties=species:S:1:pos:R:3:forces:R:3:nbo_charge:R:1
C 2.3049 -0.3680 -0.6841 0.23 0.48 -0.23 -0.60
C 1.1037 -0.7788 0.1250 -1.69 -0.10 0.39 -0.45
C 0.3581 0.4068 0.7085 -0.54 -0.32 -1.66 -0.08
C -0.3438 1.2326 -0.1669 0.18 0.90 0.05 -0.03
C -1.1276 0.8711 -1.3946 1.62 -0.86 -0.57 -0.69
C -1.5829 -0.8729 1.5434 -0.63 -0.32 0.06 -0.51
C -0.8237 0.2154 1.5850 1.37 0.68 1.81 -0.19
H 2.0347 0.2683 -1.5318 -0.16 -0.23 -0.08 0.20
H 2.8708 -1.2232 -1.0507 0.01 0.02 -0.01 0.21
H 2.9595 0.2757 -0.0900 0.08 -0.26 0.14 0.21
H 1.3370 -1.5059 0.9040 0.18 0.16 0.13 0.22
H 0.2988 -1.2572 -0.4503 0.61 -0.51 -0.52 0.20
H -0.5063 2.2689 0.1370 -0.90 -0.39 0.81 0.20
H -2.1163 0.5115 -1.0946 -0.09 0.48 0.38 0.25
H -0.6939 -0.0258 -1.8406 0.05 0.21 -0.46 0.22
H -1.2065 1.6702 -2.1263 -0.09 -0.02 -0.02 0.23
H -1.4387 -1.6894 0.8538 0.11 -0.05 -0.10 0.19
H -2.4455 -0.9349 2.1895 0.06 -0.13 0.20 0.20
H -0.9822 0.9355 2.3838 -0.38 0.27 -0.31 0.23
```
Positions in Å, forces in eV/Å.

Results
**Total charge**: 0
**HOMO level**: -7.36 eV
**E_tot**: -273.770372 Ha
**SMILES string**: C=C/C(=C/C)CC
**LUMO**: 0.336 eV
**Multiplicity**: 1
**Relative energy (zero: lowest compared OMol25 entry of this formula, charge and spin)**: 86.7 kcal/mol


[6]
The following is a DFT calculation (ωB97M-V with the def2-TZVPD basis set) of the molecule C16H16ClNO2S.

XYZ file:
```
37
Properties=species:S:1:pos:R:3:forces:R:3:nbo_charge:R:1
C -2.9909 -3.4950 0.3133 -0.15 -0.12 0.04 -0.25
H -2.5975 -4.5092 0.3521 -0.08 0.05 0.01 0.20
O -1.9252 -2.6945 -0.1387 0.13 0.27 -0.18 -0.48
C -2.0981 -1.3553 -0.1929 0.09 0.25 -0.11 0.30
C -3.3105 -0.7012 -0.0059 0.04 -0.23 0.04 -0.35
C -3.3918 0.6730 -0.1614 0.41 -0.08 -0.08 0.08
C -2.2928 1.4499 -0.5088 -0.22 -0.02 0.00 -0.09
C -1.0831 0.7891 -0.6709 -0.15 -0.27 0.07 -0.22
C -0.9686 -0.5810 -0.5068 -0.24 -0.13 0.24 0.16
N 0.2903 -1.1941 -0.6496 -0.17 0.12 -0.44 -0.65
C 0.8656 -1.9733 0.2948 0.39 -0.10 -0.13 0.68
O 0.3538 -2.3012 1.3388 -0.06 -0.01 0.30 -0.60
C 2.2753 -2.4372 -0.0669 0.31 0.33 -0.04 -0.63
H 2.2050 -3.3424 -0.6734 0.03 0.01 0.03 0.26
H 2.8277 -2.6736 0.8432 -0.21 -0.01 -0.02 0.25
S 3.2289 -1.2783 -1.0930 0.08 -0.15 -0.04 0.25
C 3.1403 0.2601 -0.2079 0.00 -0.33 -0.06 -0.18
C 3.5636 1.3898 -0.9014 -0.02 -0.13 0.00 -0.24
C 3.5169 2.6294 -0.2951 0.02 0.05 -0.01 -0.20
C 3.0429 2.7521 1.0017 -0.01 0.07 0.06 -0.23
C 2.6293 1.6249 1.6892 -0.02 0.07 0.07 -0.21
C 2.6797 0.3753 1.0947 0.03 0.00 -0.02 -0.20
H 2.3556 -0.4867 1.6545 -0.04 -0.10 0.06 0.22
H 2.2626 1.7096 2.7011 -0.04 0.02 0.09 0.22
H 2.9991 3.7217 1.4739 0.00 0.08 0.04 0.22
H 3.8468 3.5022 -0.8386 0.03 0.07 -0.04 0.22
H 3.9262 1.2813 -1.9127 0.03 0.05 -0.14 0.22
H 0.8814 -0.8654 -1.4040 -0.03 -0.12 0.16 0.41
H -0.1974 1.3568 -0.9189 0.13 0.06 0.02 0.22
C -2.4084 2.9307 -0.6855 -0.02 -0.02 0.01 -0.63
H -2.7712 3.3938 0.2311 -0.02 0.11 0.01 0.23
H -3.1216 3.1629 -1.4755 -0.02 0.10 -0.03 0.22
H -1.4451 3.3628 -0.9410 0.07 0.05 -0.02 0.22
Cl -4.9292 1.4292 0.0754 -0.25 0.10 0.05 -0.01
H -4.2027 -1.2487 0.2494 -0.07 -0.06 0.01 0.23
H -3.3169 -3.1964 1.3134 0.01 0.01 -0.02 0.18
H -3.8399 -3.4607 -0.3779 0.02 0.00 0.05 0.17
```
Positions in Å, forces in eV/Å.

Results
**Total charge**: 0
**HOMO level**: -8.24 eV
**E_tot**: -1682.934398 Ha
**SMILES string**: COc1cc(Cl)c(C)cc1NC(=O)CSc1ccccc1
**LUMO**: 0.678 eV
**Multiplicity**: 1
**Relative energy (zero: lowest compared OMol25 entry of this formula, charge and spin)**: 17.6 kcal/mol